# 1
Here is a structure of composition C29H19Cl2IN7Ru from the Open Molecules 2025 dataset. Energies are from ωB97M-V with the def2-TZVPD basis set.

Element x y z (Å)
1 Ru 0.224221 0.173203 -0.820685
2 C 4.299808 -0.484234 -1.991084
3 C 5.060542 -0.449088 -0.824345
4 C 4.422199 -0.234804 0.370015
5 C 3.031346 -0.044988 0.407297
6 N 2.311074 -0.036920 -0.728297
7 C 2.948431 -0.279888 -1.895335
8 N 2.498909 0.113304 1.671565
9 C 1.252615 0.172158 1.951377
10 N 0.148671 0.166257 1.118499
11 C -1.002529 0.337137 1.867899
12 N -2.218763 0.460758 1.492778
13 C -2.675763 0.328836 0.194551
14 C -4.072814 0.308851 0.062673
15 C -4.650818 0.106913 -1.164709
16 C -3.822933 -0.082051 -2.267994
17 C -2.465584 -0.031231 -2.082397
18 N -1.882135 0.194508 -0.883266
19 C -0.609816 0.418343 3.286411
20 C -1.370901 0.568359 4.431171
21 C -0.688220 0.614279 5.639664
22 C 0.702849 0.514415 5.691293
23 C 1.459164 0.364752 4.535969
24 C 0.770491 0.317757 3.337891
25 H 4.744804 -0.669432 -2.958003
26 H 6.131276 -0.601728 -0.855943
27 H 4.950318 -0.218405 1.311543
28 H 2.317689 -0.323295 -2.769412
29 H -4.656039 0.436207 0.962404
30 H -5.727563 0.081690 -1.267561
31 H -4.219698 -0.266669 -3.255988
32 H -1.788838 -0.185897 -2.907314
33 H -2.448504 0.644281 4.379489
34 H -1.242352 0.727996 6.562253
35 H 1.198279 0.553103 6.652604
36 H 2.537332 0.285589 4.561914
37 I 0.353106 1.792911 -3.499760
38 C 0.344382 3.047707 -1.841854
39 C 0.383958 4.423198 -1.961082
40 C 0.369689 5.170371 -0.795522
41 C 0.313922 4.517815 0.425239
42 C 0.278137 3.137577 0.443292
43 N 0.293215 2.403627 -0.678200
44 H 0.425683 4.889057 -2.934464
45 H 0.404010 6.250654 -0.842916
46 H 0.300056 5.066212 1.355858
47 H 0.239509 2.589583 1.373186
48 Cl -0.105034 -2.091943 -4.445377
49 C -0.494874 -3.160489 -3.140523
50 C -0.938984 -4.428006 -3.410545
51 C -1.231708 -5.290085 -2.353660
52 C -1.089737 -4.876858 -1.033606
53 C -0.663437 -3.599266 -0.755321
54 Cl -0.495852 -3.092666 0.881227
55 C -0.334958 -2.671048 -1.797513
56 N 0.121462 -1.461494 -1.586605
57 H -1.054587 -4.749865 -4.435915
58 H -1.569277 -6.295702 -2.563610
59 H -1.315444 -5.551330 -0.219237

Cartesian forces (eV/Å) of the 6 atoms listed first:
0.22 -1.56 -0.41
-0.04 -0.02 -0.05
0.03 0.00 0.07
0.03 -0.02 -0.06
-0.04 0.03 0.21
-0.02 0.38 -0.03

Its HOMO energy (alpha / beta) is -10.0 / -10.0 eV. The relative energy (zero: lowest compared OMol25 entry of this formula, charge and spin) is 0.00 kcal per mole. Its multiplicity is 1. As for the gap between HOMO and LUMO (alpha / beta): 5.46 / 5.46 eV. The net charge is +1.

---

# 2
Here is a cluster of 2 separate species, C29H19F5N4O in total from the Open Molecules 2025 dataset. Energies are from ωB97M-V with the def2-TZVPD basis set.

Element x y z (Å)
1 C -1.096588 -2.627382 3.213340
2 C -0.680505 -3.113237 1.874944
3 C 0.383094 -4.021312 1.812153
4 N 1.295674 -4.767296 1.833219
5 C -1.197045 -2.568754 0.660141
6 C -2.357479 -1.734361 0.635832
7 C -2.834652 -1.219968 -0.559533
8 C -2.192663 -1.518512 -1.769470
9 C -2.723172 -1.019795 -3.007788
10 N -3.151665 -0.609233 -4.017724
11 C -1.025645 -2.294122 -1.761168
12 C -0.544680 -2.832423 -0.577039
13 H -1.737002 -1.746253 3.155970
14 H -1.624824 -3.416048 3.763981
15 H -0.204232 -2.376686 3.805226
16 H -2.878502 -1.506895 1.567910
17 H -3.722730 -0.584124 -0.564976
18 H -0.500737 -2.482827 -2.697313
19 H 0.360698 -3.443493 -0.592795
20 C -2.527307 -5.124233 7.798756
21 N -1.900312 -6.332614 7.294897
22 C -1.455680 -7.347524 8.128530
23 C -0.946088 -8.323863 7.340334
24 N -1.103926 -7.912764 6.021343
25 C -0.816799 -8.757529 4.895372
26 C 0.499171 -9.101260 4.631524
27 F 1.474025 -8.548078 5.394021
28 C 0.810112 -9.936710 3.566227
29 F 2.095796 -10.229935 3.280030
30 C -0.222462 -10.436074 2.769937
31 F 0.072959 -11.222318 1.715424
32 C -1.551456 -10.100730 3.030251
33 F -2.532661 -10.550083 2.218718
34 C -1.840243 -9.270855 4.105427
35 F -3.121356 -8.944393 4.395530
36 C -1.646091 -6.678322 6.004476
37 C -1.982664 -5.867240 4.827869
38 C -1.310921 -6.173645 3.564854
39 C -1.893095 -5.759671 2.411157
40 C -1.714824 -6.497493 1.173081
41 C -2.773319 -6.607711 0.246379
42 C -2.661682 -7.470091 -0.836848
43 C -1.464172 -8.163885 -1.064536
44 C -0.382688 -8.004812 -0.189197
45 C -0.504812 -7.168278 0.917237
46 O -2.836348 -4.956682 4.925411
47 H -2.979158 -4.585064 6.964166
48 H -3.294719 -5.401985 8.532071
49 H -1.783503 -4.491602 8.301910
50 H -1.557586 -7.287232 9.196807
51 H -0.518488 -9.280915 7.585107
52 H -0.363908 -6.719545 3.614154
53 H -2.692573 -5.014899 2.438644
54 H -3.679961 -6.023627 0.430355
55 H -3.503617 -7.597214 -1.524080
56 H -1.358252 -8.818320 -1.932358
57 H 0.570423 -8.503023 -0.368509
58 H 0.353151 -6.964910 1.559007

Cartesian forces (eV/Å) of the 6 atoms listed first:
0.13 -0.25 0.92
-0.28 -0.64 -0.78
1.58 -0.76 0.27
-1.24 0.97 -0.05
-0.06 0.00 -0.14
0.25 -0.08 -0.25

Its HOMO energy is -5.6 eV. The relative energy (zero: lowest compared OMol25 entry of this formula, charge and spin) is 13.95 kcal per mole. Its multiplicity is 1. As for the gap between HOMO and LUMO: 3.63 eV. The net charge is 0.

---

# 3
Here is a structure of composition C29H20Cl2IrN9O2 from the Open Molecules 2025 dataset. Energies are from ωB97M-V with the def2-TZVPD basis set.

Element x y z (Å)
1 Ir -1.133529 0.114099 -0.050541
2 C -1.243308 0.227188 -4.395221
3 C -1.672478 0.168287 -3.073845
4 N -0.787868 0.109940 -2.085546
5 C 0.533183 0.122501 -2.379867
6 C 0.921051 0.169709 -3.709732
7 N 0.044613 0.220538 -4.704303
8 C 1.459771 0.133963 -1.220114
9 C 2.837116 0.202615 -1.245274
10 C 3.562230 0.279241 -0.048008
11 C 2.831378 0.316689 1.148177
12 C 1.454838 0.238130 1.122113
13 N 0.821661 0.114549 -0.047699
14 C 0.522386 0.288481 2.277390
15 C 0.900056 0.391928 3.605992
16 N 0.016171 0.422658 4.596742
17 C -1.268392 0.353950 4.283344
18 C -1.689494 0.248825 2.960759
19 N -0.797760 0.216469 1.978793
20 C 5.047208 0.332414 -0.047273
21 C 5.771843 0.362070 1.140292
22 C 7.158124 0.399882 1.091102
23 N 7.846024 0.408971 -0.044977
24 C 7.160236 0.383847 -1.182125
25 C 5.773941 0.344754 -1.233593
26 H -1.950859 0.281069 -5.212740
27 H -2.720726 0.165699 -2.801924
28 H 1.970058 0.170536 -3.979316
29 H 3.342452 0.208834 -2.198188
30 H 3.332057 0.420177 2.098007
31 H 1.946490 0.452503 3.879462
32 H -1.981154 0.380426 5.097691
33 H -2.733721 0.183251 2.682858
34 H 5.297728 0.354159 2.111090
35 H 7.736782 0.422557 2.006248
36 H 7.740610 0.394396 -2.096369
37 H 5.301982 0.329510 -2.205332
38 Cl -6.860776 4.683690 -0.100222
39 C -5.733649 3.382115 -0.092627
40 C -6.202121 2.054954 -0.089187
41 C -5.331508 0.999106 -0.083037
42 Cl -5.929168 -0.618581 -0.083165
43 C -3.928891 1.189771 -0.077473
44 O -3.167459 0.139344 -0.069268
45 C -3.471404 2.540281 -0.085921
46 C -2.108239 2.894596 -0.098714
47 O -1.092756 2.149785 -0.099767
48 C -4.397550 3.618606 -0.091917
49 H -7.267635 1.863638 -0.092072
50 H -1.884866 3.964076 -0.113505
51 H -4.034808 4.639112 -0.097539
52 N 0.160638 -4.886273 1.564314
53 C -0.556813 -4.102990 0.739392
54 C -0.475896 -2.697671 0.786804
55 N -1.202679 -1.948895 -0.038176
56 C -2.024032 -2.556482 -0.905667
57 C -2.072169 -3.939905 -0.945712
58 N -1.349060 -4.707014 -0.150470
59 H 0.733897 -4.518511 2.300544
60 H 0.047424 -5.883671 1.488475
61 H 0.183192 -2.210109 1.490985
62 H -2.659684 -1.943500 -1.523550
63 H -2.724698 -4.440292 -1.650605

Cartesian forces (eV/Å) of the 6 atoms listed first:
-0.33 0.04 -0.06
0.15 0.00 -0.03
-0.11 -0.04 -0.02
-0.18 0.10 0.13
0.10 -0.01 -0.10
0.09 -0.01 0.09

Its HOMO energy is -13.4 eV. The relative energy (zero: lowest compared OMol25 entry of this formula, charge and spin) is 0.00 kcal per mole. Its multiplicity is 1. As for the gap between HOMO and LUMO: 6.22 eV. The net charge is +2.

---

# 4
Here is a structure of composition C29H20Cl5MoN3O2S2 from the Open Molecules 2025 dataset. Energies are from ωB97M-V with the def2-TZVPD basis set.

Element x y z (Å)
1 Mo -0.171052 0.428501 -0.018191
2 S 2.449582 -1.462881 3.287289
3 C 0.818167 -1.690061 3.826790
4 C 0.407759 -2.338673 4.986724
5 C -0.939259 -2.332063 5.281917
6 C -1.846110 -1.684118 4.436976
7 C -1.431111 -1.059549 3.280846
8 C -0.075119 -1.071067 2.957628
9 N 0.580064 -0.431460 1.868788
10 C 1.893273 -0.569246 1.963584
11 C 2.704523 0.105369 0.963411
12 C 4.084890 0.242269 0.965085
13 C 4.683756 1.000365 -0.032380
14 C 3.900846 1.599006 -1.018292
15 C 2.522723 1.436104 -1.023079
16 C 1.926609 0.704597 -0.003585
17 H 1.127681 -2.814936 5.646702
18 H -1.295082 -2.826647 6.176934
19 H -2.901117 -1.674636 4.692068
20 H -2.156729 -0.579483 2.647065
21 H 4.688893 -0.229063 1.734975
22 H 5.760914 1.122165 -0.050950
23 H 4.371348 2.191759 -1.796933
24 H 1.943303 1.880763 -1.824672
25 Cl -5.787967 -1.390162 -3.379117
26 C -4.557625 -1.235337 -2.218890
27 C -4.609395 -2.009098 -1.022190
28 Cl -5.916811 -3.070918 -0.754855
29 C -3.610349 -1.903488 -0.079296
30 Cl -3.579416 -2.839711 1.346719
31 C -2.584167 -0.997258 -0.327008
32 O -1.465950 -0.847153 0.436157
33 C -2.545432 -0.224554 -1.480465
34 O -1.484274 0.559651 -1.584011
35 C -3.516471 -0.362150 -2.455814
36 Cl -3.382990 0.594773 -3.881543
37 Cl 2.030549 2.805440 5.219247
38 C 1.205095 2.739668 3.735086
39 C -0.072750 2.195993 3.696652
40 C -0.716405 2.134185 2.487493
41 C -0.092890 2.575459 1.299405
42 C -0.808569 2.443880 0.040112
43 C 1.194167 3.172415 1.385489
44 C 1.831344 3.263319 2.585464
45 H -0.545146 1.842109 4.606308
46 H -1.729118 1.757328 2.443118
47 H -0.435896 3.005204 -0.804007
48 H -1.886277 2.492738 0.093684
49 H 1.668989 3.558974 0.493970
50 H 2.810691 3.725611 2.667683
51 S 0.733150 -1.316026 -1.624002
52 C 0.646919 -0.811380 -3.266289
53 N -0.059999 0.164074 -3.816857
54 C 0.094027 0.194276 -5.294262
55 C 1.108744 -0.941302 -5.554552
56 N 1.364205 -1.440722 -4.183350
57 H -0.846271 0.558467 -3.331313
58 H 0.462506 1.159685 -5.622609
59 H -0.859354 0.004336 -5.771208
60 H 2.024031 -0.580838 -6.004412
61 H 0.700113 -1.729749 -6.177249
62 H 1.984782 -2.202082 -3.964012

Cartesian forces (eV/Å) of the 6 atoms listed first:
1.25 1.55 -0.38
0.26 -0.13 0.18
0.17 -0.04 0.06
0.04 -0.06 0.16
0.02 -0.06 0.05
-0.10 -0.05 0.06

Its HOMO energy (alpha / beta) is -13.8 / -14.0 eV. Its multiplicity is 1. As for the gap between HOMO and LUMO (alpha / beta): 5.39 / 6.68 eV. The net charge is +2.